(1)
An isolated ion of composition C7H11N2O3S and charge +1, computed with ωB97M-V with the def2-TZVPD basis set.

Each line ends with the natural charge from an NBO analysis.
Cartesian coordinates (Å):
S -2.68 -0.34 0.48  1.901
O -2.18 -1.67 0.06  -0.966
O -3.98 0.01 0.02  -0.795
O 1.08 3.09 1.10  -0.559
N 0.06 3.04 -0.92  -0.821
N 0.39 -2.24 0.20  -0.528
C 1.13 -0.17 -0.80  -0.498
C -1.51 0.86 0.13  -0.254
C 0.37 -0.01 0.53  0.186
C 0.45 -1.25 1.32  -0.326
C 0.32 2.59 0.29  0.672
C -0.32 1.28 0.78  -0.472
C 1.02 -1.73 -1.08  -0.232
H 2.20 0.14 -0.64  0.266
H 0.22 -2.06 -1.90  0.249
H 0.81 0.30 -1.75  0.279
H 1.39 -1.09 1.80  0.273
H 0.57 3.80 -1.45  0.439
H -0.17 -1.33 2.24  0.285
H 0.82 -3.01 0.62  0.438
H 2.02 -2.11 -1.31  0.252
H -0.80 2.82 -1.43  0.412
H -0.59 1.50 1.78  0.297
H -0.62 -2.44 -0.07  0.503

The calculation puts the HOMO-LUMO gap (spin up / spin down) at 0.2525 / 0.2532 Eh. Its net charge is +1. The calculation puts the HOMO energy (spin up / spin down) at -12.597 / -12.626 eV.


(2)
An isolated molecule of C5H7NO2S, computed with ωB97M-V with the def2-TZVPD basis set.

Each line ends with the natural charge from an NBO analysis.
Cartesian coordinates (Å):
S 1.85 0.56 0.68  0.299
O -1.13 -1.78 0.44  -0.375
O -1.15 2.38 0.16  -0.690
N 0.21 -1.35 0.30  -0.216
C -1.93 0.27 -0.23  -0.227
C 0.29 -0.19 0.85  -0.102
C -1.11 1.24 -0.55  0.138
C -2.15 -1.00 -0.01  0.120
C 2.54 -0.48 -0.54  -0.780
H 3.24 -1.15 -0.20  0.222
H -1.50 2.36 1.07  0.492
H -3.05 -1.48 0.04  0.204
H 2.97 0.03 -1.40  0.226
H -0.29 0.37 1.61  0.215
H 1.65 -0.98 -0.82  0.264
H -0.44 1.22 -1.41  0.211

The calculation puts the HOMO-LUMO gap at 0.3405 Eh. The calculation puts the HOMO energy at -8.718 eV.


(3)
C40H34CsI2N6O3S2 as an isolated structure, computed with ωB97M-V with the def2-TZVPD basis set.

Each line ends with the Löwdin charge.
Cartesian coordinates (Å):
Cs 0.83 0.14 -1.48  1.403
I 4.24 1.23 -2.26  0.882
I 8.68 -1.57 0.64  0.788
S -2.01 0.99 -2.63  0.678
S -0.67 2.77 -0.10  0.850
O 2.71 -1.27 -1.14  -0.500
O -0.76 0.79 -3.41  -0.820
O 0.56 2.44 -0.82  -0.849
N 0.50 0.27 2.45  0.133
N -1.90 1.39 -1.22  -0.564
N 3.40 -3.15 0.73  0.121
N -0.91 -2.90 0.25  -0.144
N 0.33 -2.90 -2.46  0.096
N -2.70 -0.87 0.40  0.132
C -1.65 3.85 -1.19  -0.382
C 5.05 -4.33 1.98  -0.071
C -3.17 5.39 -2.91  -0.098
C -1.85 5.08 -3.23  -0.076
C 6.61 -1.48 0.16  -0.658
C 1.19 4.79 0.69  -0.070
C 0.21 1.52 2.73  -0.160
C 6.03 -3.49 1.52  -0.067
C -5.34 -1.02 -0.40  -0.080
C -1.00 4.96 1.64  -0.115
C -1.96 0.94 3.50  -0.084
C 4.33 -2.33 0.25  -0.138
C 1.58 5.91 1.41  -0.085
C 3.73 -4.10 1.57  -0.156
C -2.20 -3.12 -0.38  -0.135
C -1.01 1.92 3.26  -0.083
C 5.70 -2.43 0.65  -0.226
C 3.88 -1.31 -0.69  -0.489
C -3.15 -1.97 -0.17  -0.257
C 0.04 -2.08 2.38  -0.093
C 0.68 6.56 2.23  -0.105
C 0.47 -3.03 -3.76  -0.125
C -1.01 -2.95 1.69  -0.196
C -4.48 -2.10 -0.56  -0.033
C -3.50 0.17 0.54  -0.173
C 0.18 -3.98 -1.72  -0.278
C -0.11 4.32 0.80  -0.327
C -4.83 0.15 0.14  -0.065
C -0.62 6.08 2.35  -0.093
C 0.26 -5.40 -3.65  -0.077
C -0.40 -0.68 2.67  -0.277
C -1.65 -0.38 3.21  -0.043
C -1.09 4.31 -2.37  -0.068
C 0.13 -5.26 -2.28  -0.024
C 0.12 -3.82 -0.23  -0.135
C -2.96 4.15 -0.87  -0.098
C 6.19 -0.44 -0.64  -0.256
C 4.88 -0.37 -1.04  -0.605
C 0.45 -4.26 -4.41  -0.066
C -3.72 4.92 -1.73  -0.084
H 2.60 6.28 1.33  0.099
H -0.91 -4.00 2.05  0.119
H -4.84 -3.03 -0.98  0.107
H -2.93 1.20 3.91  0.106
H 7.06 -3.62 1.82  0.047
H -6.38 -1.10 -0.69  0.099
H -2.37 -1.15 3.42  0.110
H -3.07 1.03 1.01  0.083
H -1.20 2.95 3.49  0.090
H 6.89 0.32 -0.97  0.072
H -0.07 4.05 -2.60  0.117
H -2.01 4.58 1.73  0.096
H 1.09 -3.42 0.09  0.101
H -2.04 -3.21 -1.46  0.125
H -2.00 -2.60 1.97  0.094
H 1.88 4.27 0.05  0.106
H -0.01 -6.13 -1.65  0.104
H 0.57 -4.32 -5.49  0.096
H 2.92 -4.71 1.95  0.097
H 0.60 -2.11 -4.31  0.111
H 0.94 -2.02 1.77  0.101
H 0.22 -6.38 -4.11  0.100
H 0.99 2.24 2.55  0.111
H 0.98 7.45 2.78  0.094
H -4.75 5.14 -1.48  0.098
H -5.46 1.02 0.27  0.096
H -1.42 5.44 -4.15  0.102
H -3.39 3.75 0.04  0.103
H 0.31 -2.54 3.34  0.121
H -0.02 -4.82 0.23  0.120
H -1.32 6.59 3.00  0.097
H -2.68 -4.06 -0.03  0.136
H 5.29 -5.14 2.64  0.094
H -3.76 5.99 -3.58  0.094

The calculation puts the HOMO-LUMO gap at 0.2281 Eh. Its net charge is -1. The calculation puts the HOMO energy at -4.237 eV.


(4)
C2H4OS2 as an isolated structure, computed with ωB97M-V with the def2-TZVPD basis set.

Each line ends with the natural charge from an NBO analysis.
Cartesian coordinates (Å):
S -1.13 -0.23 0.30  1.120
S -2.58 0.84 -0.10  0.026
O -1.10 -1.58 -0.22  -0.936
C 1.31 -0.23 -0.53  -0.374
C 0.41 0.64 -0.07  -0.438
H 2.31 0.11 -0.67  0.221
H 0.98 -1.19 -0.81  0.245
H 0.49 1.96 0.30  0.289
H -0.68 -0.32 1.80  -0.151

The multiplicity is 3. The calculation puts the HOMO-LUMO gap (spin up / spin down) at 0.2127 / 0.2518 Eh. The calculation puts the HOMO energy (spin up / spin down) at -5.445 / -10.599 eV.


(5)
A 2-piece molecular cluster, C20H14F6N2O2 overall, computed with ωB97M-V with the def2-TZVPD basis set.

Each line ends with the natural charge from an NBO analysis.
Cartesian coordinates (Å):
F -2.94 -0.78 6.04  -0.309
F -5.14 0.54 -4.37  -0.310
F -1.18 0.54 6.19  -0.303
F -0.93 -1.65 6.34  -0.306
F -3.47 -0.13 -5.64  -0.305
F -3.50 1.93 -4.86  -0.302
O 3.06 -2.00 -2.25  -0.718
O 6.39 0.98 -1.59  -0.680
N 2.62 -0.32 -0.83  -0.692
N 4.73 -0.54 -1.93  -0.629
C -1.45 -0.73 4.26  -0.029
C -1.81 -0.36 -3.46  -0.212
C -2.99 0.01 -0.99  -0.120
C -0.92 -0.93 0.08  0.146
C -0.34 -1.34 3.71  -0.200
C -3.07 0.20 -3.37  -0.022
C 4.37 1.29 -0.48  -0.297
C -3.82 0.65 -4.60  0.966
C 4.83 2.54 0.16  -0.622
C -1.13 -0.73 -2.33  -0.064
C 3.12 0.78 -0.28  0.099
C -3.65 0.39 -2.13  -0.203
C -1.63 -0.65 5.76  0.966
C -2.24 -0.18 2.09  -0.111
C -1.69 -0.54 -1.05  -0.111
C 5.25 0.59 -1.36  0.626
C -0.18 -1.39 2.35  -0.090
C -2.39 -0.14 3.45  -0.209
C 3.45 -0.99 -1.69  0.737
C -1.15 -0.83 1.48  -0.097
H 2.45 1.31 0.39  0.151
H -3.52 0.10 -0.07  0.211
H 0.39 -1.77 4.37  0.251
H 4.81 2.44 1.25  0.194
H 5.31 -1.07 -2.56  0.415
H -2.97 0.35 1.51  0.212
H 4.20 3.38 -0.13  0.194
H 0.69 -1.87 1.93  0.253
H -1.39 -0.51 -4.44  0.255
H -0.15 -1.16 -2.42  0.271
H -3.24 0.34 3.90  0.244
H 5.86 2.76 -0.15  0.246
H 0.02 -1.37 -0.18  0.265
H -4.64 0.82 -2.08  0.243

The calculation puts the HOMO-LUMO gap at 0.0726 Eh. The calculation puts the HOMO energy at -6.080 eV.